No. 1
DFT (wB97M-V/def2-TZVPD) results for a structure of composition C32H41Cl2Ge2InN3O6S2.

## Properties
DFT total energy, eV: -215527.5276
Energy relative to the best compared isomer or geometry (same formula, charge and spin), kJ/mol: 292.2
Lowest unoccupied orbital energy, eV: 2.20
HOMO energy, hartree: -0.185
Charge: -1
Gap between HOMO and LUMO, eV: 7.24
Multiplicity: 1

XYZ file:
```
89
C32H41Cl2Ge2InN3O6S2 (wB97M-V/def2-TZVPD)
In 1.132 -2.416 0.615
Cl -1.605 -3.560 -0.140
C -2.954 -3.023 -1.084
C -3.627 -4.025 -1.770
C -4.762 -3.749 -2.503
C -5.271 -2.469 -2.510
C -4.612 -1.467 -1.821
Cl -5.382 0.070 -1.756
C -3.398 -1.674 -1.144
S -2.615 -0.333 -0.279
H -3.246 -5.034 -1.704
H -5.269 -4.534 -3.047
H -6.189 -2.237 -3.029
C -0.788 -0.070 -4.600
C -1.292 -0.464 -3.214
Ge -1.686 1.073 -1.950
C -3.220 2.241 -2.539
C -2.878 3.299 -3.585
C -0.109 2.273 -2.250
C 0.945 2.901 -1.709
Ge 1.646 2.697 0.187
C 1.604 4.211 1.507
C 2.619 5.337 1.328
C 3.292 1.567 -0.017
C 4.589 2.339 -0.254
C 1.809 3.726 -2.589
C 2.818 4.507 -2.023
C 3.671 5.278 -2.795
C 3.541 5.288 -4.173
C 2.541 4.524 -4.759
C 1.690 3.758 -3.983
H -0.638 -0.955 -5.223
H 0.165 0.456 -4.531
H -1.508 0.578 -5.104
H -0.552 -1.097 -2.718
H -2.202 -1.058 -3.317
H -3.573 2.722 -1.627
H -4.014 1.606 -2.917
H -2.088 3.960 -3.230
H -3.760 3.907 -3.797
H -2.556 2.840 -4.521
H -0.286 2.489 -3.306
H 1.795 3.703 2.453
H 0.590 4.615 1.514
H 3.637 4.947 1.305
H 2.556 6.024 2.173
H 2.435 5.912 0.419
H 3.115 0.866 -0.836
H 3.400 1.008 0.908
H 4.598 2.833 -1.225
H 5.429 1.644 -0.211
H 4.742 3.083 0.530
H 2.936 4.511 -0.947
H 4.442 5.867 -2.314
H 4.208 5.879 -4.785
H 2.424 4.520 -5.836
H 0.926 3.172 -4.476
N -0.566 1.342 3.421
N -1.146 2.286 2.532
C -0.824 2.358 1.226
O -1.492 3.059 0.459
O 0.239 1.660 0.829
H -0.454 1.813 4.315
H 0.391 1.207 3.073
H -2.095 2.539 2.751
C -3.109 -5.970 5.188
C -1.776 -5.677 4.551
C -1.515 -4.404 4.049
C -0.330 -4.136 3.387
C 0.618 -5.134 3.238
C 0.383 -6.397 3.750
C -0.811 -6.667 4.404
S 2.020 -4.889 2.129
O 1.363 -4.983 0.814
O 2.949 -5.959 2.418
N 2.570 -3.439 2.239
C 2.993 -2.973 3.541
C 2.576 -1.497 3.741
O 2.957 -0.909 4.754
O 1.850 -0.995 2.819
H -3.392 -5.171 5.873
H -3.090 -6.915 5.729
H -3.875 -6.040 4.414
H -2.253 -3.618 4.158
H -0.152 -3.144 2.984
H 1.142 -7.157 3.619
H -1.006 -7.664 4.784
H 4.080 -3.034 3.668
H 2.543 -3.561 4.352
```

Here are the Löwdin charges for atoms 1 to 8, given in e: In 0.781; Cl 0.645; C -0.636; C -0.122; C -0.087; C -0.128; C -0.674; Cl 0.736

---

No. 2
DFT (wB97M-V/def2-TZVPD) results for a structure of composition C32H41CuN3O.

## Properties
DFT total energy, eV: -84997.0378
Lowest unoccupied orbital energy (alpha / beta), eV: 4.34 / 4.34
HOMO energy (alpha / beta), hartree: 0.034 / 0.035
Charge: -2
Gap between HOMO and LUMO (alpha / beta), eV: 3.42 / 3.38
Multiplicity: 2

XYZ file:
```
78
C32H41CuN3O (wB97M-V/def2-TZVPD)
Cu -0.182 -0.079 -0.124
N -3.234 -1.231 3.471
N -1.537 2.769 0.324
C 0.420 -1.844 -1.164
C -1.020 -2.009 -1.118
C -1.334 -2.706 0.086
C -2.690 -3.038 0.601
H -3.444 -2.774 -0.141
H -2.947 -2.462 1.535
H -2.760 -4.097 0.846
C -0.118 -3.063 0.742
C -0.156 -3.767 2.049
H -0.614 -4.757 1.904
H -0.789 -3.240 2.785
H 0.846 -3.882 2.474
C 0.960 -2.496 0.023
C 2.405 -2.643 0.298
H 2.623 -2.647 1.375
H 2.979 -1.835 -0.174
H 2.781 -3.592 -0.118
C -1.998 -1.599 -2.161
H -2.165 -2.423 -2.873
H -1.638 -0.731 -2.726
H -2.971 -1.339 -1.721
C 1.178 -1.414 -2.377
H 2.183 -1.064 -2.113
H 0.652 -0.587 -2.868
H 1.276 -2.227 -3.114
C -3.423 -0.937 4.729
H -3.973 -1.646 5.368
C -2.995 0.273 5.339
H -3.223 0.460 6.372
C -2.378 1.218 4.506
H -2.094 2.212 4.909
C -2.083 0.870 3.167
H -1.823 1.583 2.350
C -2.330 -0.491 2.652
C -1.994 -1.114 1.449
H -2.629 -0.388 0.649
C -0.712 1.802 -0.324
C -2.360 3.226 -0.741
H -3.398 3.459 -0.495
C -1.673 3.237 -1.834
H -1.734 3.977 -2.726
N -0.552 2.368 -1.615
C 0.455 2.116 -2.654
C 0.023 2.135 -4.049
C 1.016 2.043 -5.022
H 0.707 2.041 -6.050
C 2.349 1.935 -4.665
C 3.387 1.918 -5.717
H 4.251 1.312 -5.413
H 3.742 2.946 -5.889
H 2.998 1.525 -6.664
C 2.774 1.925 -3.355
H 3.807 1.850 -3.102
C 1.861 2.020 -2.320
C 2.311 1.947 -0.888
H 1.972 2.791 -0.267
H 3.397 1.929 -0.883
H 1.969 0.993 -0.437
C -1.445 2.071 -4.392
H -2.041 2.947 -4.117
H -1.922 1.182 -3.960
H -1.508 1.996 -5.462
C 2.437 0.667 3.750
C 1.305 0.083 4.606
C 0.676 -0.888 3.613
O 0.829 -0.325 2.294
C 1.930 0.594 2.310
H 2.755 1.668 4.043
H 3.305 -0.001 3.817
H 0.593 0.862 4.917
H 1.641 -0.435 5.508
H 1.202 -1.863 3.628
H -0.387 -1.088 3.817
H 1.582 1.563 1.916
H 2.698 0.206 1.616
```

Here are the Löwdin charges for atoms 1 to 8, given in e: Cu 0.353; N 0.045; N -0.002; C -0.323; C -0.307; C -0.329; C -0.109; H 0.067

---

No. 3
DFT (wB97M-V/def2-TZVPD) results for a structure of composition C32H41Ge2N2O3STi.

## Properties
DFT total energy, eV: -189939.8403
Energy relative to the best compared isomer or geometry (same formula, charge and spin), kJ/mol: 164.0
Lowest unoccupied orbital energy (alpha / beta), eV: -6.82 / -7.68
HOMO energy (alpha / beta), hartree: -0.496 / -0.496
Charge: +2
Gap between HOMO and LUMO (alpha / beta), eV: 6.67 / 5.81
Multiplicity: 2

XYZ file:
```
82
C32H41Ge2N2O3STi (wB97M-V/def2-TZVPD)
Ti 0.064 -0.308 -1.728
C 5.842 -3.540 2.655
C 5.191 -2.969 1.433
C 5.954 -2.400 0.414
C 5.360 -1.859 -0.713
C 3.977 -1.888 -0.811
C 3.186 -2.453 0.183
C 3.797 -2.991 1.296
S 3.210 -1.229 -2.229
O 2.354 -2.381 -2.792
O 4.169 -0.795 -3.176
N 2.132 -0.120 -1.786
C 2.621 1.208 -1.603
C 3.927 1.571 -1.394
C 4.295 2.929 -1.304
C 3.365 3.917 -1.423
C 2.004 3.575 -1.595
C 0.982 4.541 -1.673
C -0.326 4.146 -1.774
C -0.616 2.784 -1.814
N 0.315 1.835 -1.781
C 1.630 2.216 -1.655
H 6.861 -3.859 2.447
H 5.282 -4.390 3.042
H 5.885 -2.785 3.443
H 7.033 -2.391 0.496
H 5.959 -1.444 -1.513
H 2.107 -2.498 0.076
H 3.195 -3.451 2.069
H 4.709 0.829 -1.323
H 5.337 3.173 -1.153
H 3.643 4.961 -1.376
H 1.245 5.591 -1.636
H -1.135 4.861 -1.816
H -1.644 2.457 -1.865
C -4.321 2.185 -2.929
C -3.312 1.095 -3.304
Ge -2.867 -0.029 -1.749
C -3.463 -1.880 -1.995
C -4.999 -1.858 -1.947
C -3.234 0.638 0.015
C -2.488 0.363 1.092
Ge -0.648 -0.344 0.865
C 0.777 0.851 1.561
C 0.467 2.340 1.650
C -0.463 -2.114 1.702
C -1.354 -3.200 1.109
C -2.983 0.527 2.475
C -4.347 0.421 2.766
C -4.806 0.570 4.062
C -3.914 0.821 5.097
C -2.557 0.912 4.828
C -2.098 0.759 3.529
H -4.600 2.764 -3.809
H -3.916 2.880 -2.189
H -5.235 1.763 -2.509
H -2.422 1.534 -3.757
H -3.726 0.414 -4.052
H -3.060 -2.508 -1.201
H -3.123 -2.262 -2.960
H -5.363 -1.497 -0.984
H -5.396 -2.862 -2.091
H -5.422 -1.228 -2.732
H -4.208 1.110 0.150
H 1.693 0.670 0.989
H 0.982 0.443 2.556
H 0.302 2.787 0.670
H 1.299 2.870 2.117
H -0.426 2.537 2.246
H -0.729 -1.934 2.749
H 0.590 -2.402 1.711
H -2.405 -2.901 1.135
H -1.268 -4.130 1.669
H -1.089 -3.412 0.070
H -5.053 0.191 1.978
H -5.864 0.478 4.271
H -4.276 0.937 6.109
H -1.855 1.104 5.628
H -1.033 0.845 3.343
O -0.248 -2.023 -2.292
H 1.374 -2.359 -2.612
H -0.826 -2.704 -2.652
```

Here are the Löwdin charges for atoms 1 to 8, given in e: Ti 0.952; C -0.024; C -0.229; C 0.003; C -0.030; C -0.301; C -0.050; C -0.007

---

No. 4
DFT (wB97M-V/def2-TZVPD) results for a structure of composition C32H41Ge2N2O3STi.

## Properties
DFT total energy, eV: -189941.5398
Energy relative to the best compared isomer or geometry (same formula, charge and spin), kJ/mol: 0.0
Lowest unoccupied orbital energy (alpha / beta), eV: -6.58 / -6.37
HOMO energy (alpha / beta), hartree: -0.486 / -0.486
Charge: +2
Gap between HOMO and LUMO (alpha / beta), eV: 6.64 / 6.85
Multiplicity: 2

XYZ file:
```
82
C32H41Ge2N2O3STi (wB97M-V/def2-TZVPD)
Ti 0.390 -0.463 -1.132
C -3.078 6.820 -2.796
C -2.414 5.477 -2.802
C -1.794 4.976 -1.656
C -1.189 3.734 -1.657
C -1.202 2.986 -2.831
C -1.802 3.464 -3.997
C -2.405 4.704 -3.966
S -0.476 1.423 -2.875
O -1.274 0.389 -2.131
O -0.183 1.046 -4.228
N 0.800 1.329 -1.888
C 2.126 1.689 -2.209
C 2.553 2.816 -2.850
C 3.940 3.037 -3.018
C 4.860 2.153 -2.532
C 4.435 0.973 -1.870
C 5.313 -0.005 -1.356
C 4.802 -1.129 -0.760
C 3.413 -1.286 -0.679
N 2.553 -0.392 -1.141
C 3.058 0.741 -1.729
H -2.948 7.330 -1.844
H -4.148 6.713 -2.985
H -2.673 7.452 -3.587
H -1.784 5.572 -0.752
H -0.704 3.360 -0.767
H -1.788 2.872 -4.901
H -2.875 5.088 -4.862
H 1.834 3.537 -3.219
H 4.273 3.929 -3.530
H 5.920 2.332 -2.651
H 6.383 0.138 -1.441
H 5.444 -1.899 -0.359
H 2.993 -2.174 -0.220
C 2.597 0.748 3.604
C 2.417 0.029 2.262
Ge 0.517 -0.106 1.803
C -0.267 1.599 1.183
C -0.921 2.321 2.370
C -0.603 -0.972 3.123
C -1.167 -2.094 2.640
Ge -0.436 -2.344 0.850
C 0.924 -3.745 0.572
C 0.525 -5.173 0.953
C -1.736 -2.183 -0.637
C -2.604 -3.451 -0.731
C -2.131 -2.973 3.323
C -2.418 -4.239 2.817
C -3.313 -5.078 3.461
C -3.942 -4.651 4.620
C -3.676 -3.386 5.130
C -2.779 -2.552 4.487
H 3.650 0.787 3.881
H 2.066 0.236 4.407
H 2.234 1.776 3.561
H 2.826 -0.982 2.314
H 2.945 0.557 1.466
H -1.024 1.424 0.410
H 0.524 2.208 0.742
H -1.724 1.726 2.805
H -1.348 3.271 2.047
H -0.197 2.535 3.158
H -0.783 -0.604 4.129
H 1.787 -3.440 1.171
H 1.236 -3.710 -0.478
H 0.280 -5.244 2.012
H 1.352 -5.856 0.759
H -0.332 -5.529 0.382
H -1.298 -2.054 -1.635
H -2.355 -1.303 -0.447
H -2.002 -4.338 -0.926
H -3.319 -3.346 -1.546
H -3.167 -3.615 0.186
H -1.923 -4.573 1.913
H -3.522 -6.062 3.062
H -4.644 -5.301 5.125
H -4.174 -3.049 6.029
H -2.592 -1.562 4.883
O 0.599 -1.504 -2.976
H 1.427 -1.858 -3.325
H 0.138 -1.073 -3.721
```

Here are the Löwdin charges for atoms 1 to 8, given in e: Ti 0.946; C -0.023; C -0.229; C -0.005; C -0.037; C -0.303; C -0.023; C -0.002